No. 1
Here is 2 unconnected molecules or ions with the total composition C3H2N2O3 from the OMol25 dataset. Energies are from ωB97M-V/def2-TZVPD.

Computed properties:
Strongest force on any atom in hartree/bohr: 0.13993
Relative energy (zero: lowest compared OMol25 entry of this formula, charge and spin) in kcal per mole: 88.25
E_HOMO (spin up / spin down) in eV: -9.71 / -9.71
Orbital gap (spin up / spin down) in eV: 9.850 / 9.850
Multiplicity: 1

Last column: Löwdin charge in e.
Cartesian coordinates (Å):
1 C -1.945 0.401 1.548  0.225
2 C 0.841 0.809 -2.138  -0.442
3 C 0.825 -0.899 0.527  -0.385
4 N -1.171 -0.270 0.952  -0.081
5 N -0.498 -1.065 0.357  0.065
6 O -0.118 1.274 -1.718  0.211
7 O 1.343 -0.341 1.458  0.060
8 O 1.818 0.247 -2.368  0.213
9 H -2.376 1.288 1.638  0.032
10 H 1.280 -1.444 -0.258  0.103

Atomic forces in eV per Å
C 3.92 -4.78 -1.71
C 0.69 -0.90 1.02
C 1.00 -0.55 1.10
N -4.86 3.95 3.54
N -0.23 -2.11 -2.44
O -1.54 1.14 -0.10
O 0.59 0.55 -0.02
O 0.83 -0.16 -0.98
H -1.90 3.35 0.39
H 1.50 -0.50 -0.80

=====

No. 2
Here is a single C3H2N2O3 molecule from the OMol25 dataset. Energies are from ωB97M-V/def2-TZVPD.

Computed properties:
Strongest force on any atom in hartree/bohr: 0.14544
Relative energy (zero: lowest compared OMol25 entry of this formula, charge and spin) in kcal per mole: 87.68
E_HOMO in eV: -11.09
Orbital gap in eV: 10.983
Structure (SMILES): O=C(O)c1ncon1
Multiplicity: 1

Last column: Löwdin charge in e.
Cartesian coordinates (Å):
1 C 0.453 1.655 -0.262  -0.457
2 C 0.135 0.197 -0.432  -0.110
3 C -0.575 -1.602 0.311  -0.191
4 H 0.816 0.762 1.470  0.165
5 H -1.009 -2.493 0.687  0.138
6 N -0.273 -0.561 0.823  0.165
7 N -0.177 -0.552 -1.517  0.108
8 O 0.772 1.789 1.093  0.024
9 O 0.318 2.487 -1.101  0.154
10 O -0.461 -1.681 -1.074  0.004

Atomic forces in eV per Å
C -0.29 -1.16 1.80
C -2.33 -1.89 -0.59
C -1.59 -5.55 -2.77
H -0.39 3.91 -1.09
H -0.05 -0.65 0.63
N 2.75 5.65 -1.07
N 3.38 6.59 1.06
O 0.37 -2.47 -0.83
O 0.48 0.12 0.67
O -2.32 -4.56 2.18

=====

> Which of these has the lowest strongest force on any atom?

number 1

=====

> The lowest relative energy (zero: lowest compared OMol25 entry of this formula, charge and spin) belongs to which entry?

number 2

=====

Please write out number 2 again, unchanged.
Here is a single C3H2N2O3 molecule from the OMol25 dataset. Energies are from ωB97M-V/def2-TZVPD.

Computed properties:
Strongest force on any atom in hartree/bohr: 0.14544
Relative energy (zero: lowest compared OMol25 entry of this formula, charge and spin) in kcal per mole: 87.68
E_HOMO in eV: -11.09
Orbital gap in eV: 10.983
Structure (SMILES): O=C(O)c1ncon1
Multiplicity: 1

Last column: Löwdin charge in e.
Cartesian coordinates (Å):
1 C 0.453 1.655 -0.262  -0.457
2 C 0.135 0.197 -0.432  -0.110
3 C -0.575 -1.602 0.311  -0.191
4 H 0.816 0.762 1.470  0.165
5 H -1.009 -2.493 0.687  0.138
6 N -0.273 -0.561 0.823  0.165
7 N -0.177 -0.552 -1.517  0.108
8 O 0.772 1.789 1.093  0.024
9 O 0.318 2.487 -1.101  0.154
10 O -0.461 -1.681 -1.074  0.004

Atomic forces in eV per Å
C -0.29 -1.16 1.80
C -2.33 -1.89 -0.59
C -1.59 -5.55 -2.77
H -0.39 3.91 -1.09
H -0.05 -0.65 0.63
N 2.75 5.65 -1.07
N 3.38 6.59 1.06
O 0.37 -2.47 -0.83
O 0.48 0.12 0.67
O -2.32 -4.56 2.18